ORCA calculation (ωB97M-V/def2-TZVPD) on a 14-piece molecular cluster, C84H210N14O28 overall in a non-equilibrium geometry.

Last column: Löwdin charge in e.
Positions of all 336 atoms, in Å:
O -6.99975 -2.51378 0.22076  -0.20
O -2.18397 3.74598 6.04521  -0.21
O 1.84758 4.85225 1.59787  -0.22
O 1.56209 -6.50964 -0.06522  -0.17
O -3.01207 4.99805 0.68137  -0.18
O -7.36218 -0.03948 4.48520  -0.20
O 5.99443 -0.25260 -3.47673  -0.22
O 4.72360 -4.05852 -4.40856  -0.20
O -4.38336 -5.14753 9.06173  -0.20
O 3.26745 3.99181 -8.61437  -0.19
O -6.05831 4.07195 -9.12199  -0.18
O 8.50790 2.21419 1.95649  -0.19
O 2.34916 0.26065 -0.83983  -0.20
O 4.80720 -8.98377 0.80427  -0.18
O -2.81315 -2.41858 1.65431  -0.26
O -2.15113 1.08294 -7.34792  -0.18
O 1.16961 7.45754 -3.23683  -0.18
O 14.05561 2.93922 4.50658  -0.20
O 0.07129 -4.65232 5.68550  -0.18
O -3.15423 6.99227 -4.11071  -0.19
O 4.78310 -0.63711 1.20114  -0.21
O -6.35189 -7.85336 0.97129  -0.21
O 3.71238 -1.51385 5.69678  -0.19
O -9.37353 -5.00399 4.64336  -0.17
O -1.66325 -1.10929 -2.94865  -0.21
O -2.50621 -6.31707 -1.76540  -0.22
O 7.00255 4.64314 -5.00426  -0.19
O -8.30980 6.21561 -1.04014  -0.20
N -0.25050 0.22440 1.11378  -0.06
N -3.55543 3.59251 -7.18277  -0.06
N -1.93584 5.52387 3.36075  -0.04
N 3.77621 -6.43403 1.38150  -0.05
N -4.87358 -0.66824 2.59306  -0.03
N 3.44063 -1.24440 -4.83429  -0.04
N -2.63274 -3.67807 7.02091  -0.08
N 4.12830 0.66587 3.77798  -0.02
N 10.42700 3.50362 4.01518  -0.08
N -7.65062 -7.07049 4.17128  -0.04
N 5.00095 2.55983 -6.51889  -0.05
N 2.47229 6.88928 -0.57066  -0.04
N -0.95261 -4.09501 -4.14655  -0.05
N -4.89378 4.74205 -1.75520  -0.04
C 5.11844 -5.24866 -3.78571  -0.12
C -3.84380 -6.53540 -1.40278  -0.12
C -6.70678 -6.71015 1.77928  -0.17
C 2.71239 4.58560 -9.87060  -0.05
C 2.52436 -5.98983 2.00647  -0.23
C 5.98225 4.81900 -3.99140  -0.10
C -8.37174 0.89005 4.86071  -0.11
C -10.23451 -3.85761 4.66881  -0.09
C 12.82375 3.60482 4.16164  -0.23
C 0.54776 6.79398 -2.24834  -0.25
C -3.76731 6.56714 -2.97683  -0.27
C 3.61628 -3.38941 -3.76133  -0.20
C 15.18688 3.82451 4.17611  -0.09
C -4.47335 5.26594 -3.07203  -0.19
C 4.52220 -10.23820 1.43827  -0.08
C -1.29428 -0.06928 -7.35999  -0.08
C 1.20106 6.75955 -4.44602  -0.10
C -5.43519 4.89867 -8.29989  -0.29
C -2.82713 -1.37155 -3.71395  -0.10
C 4.68802 -7.05991 2.33489  -0.23
C -2.79812 3.25657 7.17050  -0.15
C -1.10793 5.70709 2.17808  -0.22
C -8.70448 5.71121 0.23020  -0.11
C -6.90825 -3.12602 -1.10204  -0.08
C -2.83395 -3.78893 1.40869  -0.10
C 4.21235 2.98644 -8.84852  -0.30
C -7.11973 -5.77219 4.67245  -0.21
C 4.33278 2.08669 -7.76814  -0.20
C -0.86136 -5.49406 -3.60381  -0.16
C 2.87095 -0.35246 5.73914  -0.21
C 2.94007 -2.63887 -4.78933  -0.22
C -5.04420 -0.38124 3.96910  -0.21
C 3.45131 0.87965 5.07334  -0.22
C -7.95116 -7.07104 2.63904  -0.14
C 5.65981 -1.70769 1.01694  -0.13
C -1.82352 2.03324 -6.40686  -0.25
C 2.87978 5.84454 1.61982  -0.19
C -2.21809 -6.19406 -3.17109  -0.16
C 7.17355 -1.01104 -3.08267  -0.07
C -1.93737 5.89366 0.90148  -0.21
C -5.99804 5.47940 -1.04697  -0.18
C -1.49913 -0.38245 1.50097  -0.22
C 11.58552 2.73557 4.15167  -0.26
C 4.83095 -1.35229 6.55664  -0.11
C 2.24723 3.50946 1.67473  -0.12
C 9.23256 2.76041 4.35207  -0.17
C -4.08667 -3.59252 7.26092  -0.18
C 5.52444 -8.01503 1.54504  -0.26
C 1.44862 -4.45869 5.75847  -0.12
C -1.98576 -1.66619 0.74019  -0.16
C -0.35696 -3.33196 -3.08402  -0.21
C -1.18354 5.55180 4.63704  -0.18
C -7.39424 5.38314 -1.79899  -0.17
C -6.15551 0.67716 4.36251  -0.20
C 0.21289 -6.82119 -0.36990  -0.10
C -4.41226 -3.75274 8.80537  -0.19
C 3.40087 6.07993 0.18414  -0.24
C 7.23662 3.28466 -5.49085  -0.16
C -4.82672 4.26116 -6.90801  -0.15
C -4.51023 -5.45563 10.41636  -0.13
C 5.76863 -0.13132 -4.89157  -0.18
C 7.45481 1.45744 1.34968  -0.08
C -3.07891 2.85129 -6.05760  -0.22
C 3.20053 0.34762 2.68172  -0.20
C -2.45117 3.73371 0.55646  -0.14
C -6.49099 4.76644 -10.32286  -0.06
C 3.52270 -0.93371 1.95066  -0.14
C 3.42857 0.94979 -1.48661  -0.07
C -5.87368 -1.66966 0.46768  -0.22
C -2.75170 8.31766 -4.21375  -0.11
C 1.69082 5.98981 -1.42699  -0.16
C -7.16146 -8.20190 -0.11502  -0.13
C -2.11304 5.17127 5.81240  -0.18
C -0.04493 0.31970 -0.37752  -0.14
C 1.18981 1.04621 -0.91135  -0.23
C -8.06384 -4.67613 4.37803  -0.32
C -0.44942 -1.77333 -3.49360  -0.13
C 1.77525 -5.50210 0.90721  -0.27
C 4.77090 -1.23669 -5.53675  -0.15
C 6.35773 2.86421 -6.71181  -0.26
C -0.73424 -3.57384 5.22368  -0.17
C 8.98989 1.74343 3.18935  -0.24
C -6.14866 -0.96455 1.79270  -0.15
C -2.34319 -3.69106 5.60286  -0.17
H 3.61376 -0.78505 -3.95161  0.07
H -3.60443 -3.29624 9.37732  0.12
H 2.22681 -4.64961 0.39982  0.13
H 2.53866 6.81902 1.96927  0.12
H 3.66761 1.88128 -0.97349  0.08
H -4.19810 -7.44724 -1.88353  0.09
H -3.04366 -3.17504 4.94623  0.10
H -5.27185 5.26616 -3.81399  0.10
H 0.69764 -3.59398 -2.99871  0.09
H 3.33246 1.79348 -7.44957  0.13
H 2.99075 1.08170 -2.47605  0.08
H 5.47685 -2.21710 6.70833  0.09
H 6.19792 5.81469 -3.60385  0.08
H -1.47631 -0.85448 -6.62621  0.06
H 6.89142 2.10296 -7.28083  0.12
H 8.29666 3.17559 -5.72005  0.12
H 3.76766 -10.10405 2.21336  0.08
H -3.87378 -4.88111 11.08938  0.08
H 5.33050 -6.25342 2.68830  0.12
H -0.34200 -7.27669 0.45029  0.10
H -1.84430 -4.01099 1.80791  0.08
H 4.45949 3.34046 -6.17607  0.11
H -8.12238 -8.48305 0.31589  0.07
H 8.25394 1.07624 3.63803  0.11
H 6.31908 -1.77799 1.88211  0.08
H 3.76676 2.41864 -9.66531  0.12
H -8.09355 4.87831 0.57825  0.08
H 1.85603 -2.72925 -4.72016  0.09
H 5.19691 -2.23651 -5.62020  0.09
H 2.13823 -6.85868 2.53948  0.13
H -4.49211 -2.72055 6.74771  0.10
H -0.80955 -3.50584 -2.10779  0.11
H 1.79922 5.84998 -4.39125  0.08
H 0.39400 -1.23043 -3.06698  0.10
H 2.71296 -0.03846 6.77091  0.12
H -5.03572 -2.32981 0.69156  0.10
H 6.82588 2.55694 -4.79099  0.10
H 3.66575 5.62801 2.34333  0.11
H -11.28455 -4.15003 4.66868  0.08
H 1.38938 2.91124 1.98183  0.09
H -5.90535 5.85938 -8.08989  0.11
H 11.55819 2.18957 5.09467  0.13
H 6.98503 -2.06882 -3.26614  0.08
H 4.35234 1.08841 5.65011  0.10
H -3.84536 2.17109 -5.68614  0.12
H 12.98350 4.17311 3.24533  0.11
H -2.33249 -1.42762 -0.26528  0.12
H 7.42418 1.85375 0.33474  0.09
H -4.50497 5.17416 -8.79678  0.11
H -2.25745 -4.54432 7.37989  0.11
H 5.10059 -2.62693 0.84264  0.09
H 4.15611 -10.98440 0.73311  0.08
H -7.21161 4.28858 -10.98654  0.08
H 1.42566 2.00766 -0.45520  0.09
H -6.15626 -5.42968 4.29495  0.11
H -3.75196 2.98405 -7.96460  0.11
H 0.18681 -7.52035 -1.20572  0.09
H -2.56378 -4.72820 5.35031  0.10
H -2.89137 -4.10352 0.36666  0.08
H 2.91010 7.68952 -1.00430  0.12
H -2.72675 3.44853 -5.21653  0.11
H -2.17391 -7.20461 -3.57721  0.11
H 6.46875 3.71659 -7.38204  0.11
H 2.02194 -0.58880 5.09772  0.11
H -0.59347 6.44351 4.84865  0.11
H -8.53659 -7.25803 4.61847  0.09
H -0.33854 4.86832 4.72024  0.11
H -3.68255 -1.05265 -3.11842  0.09
H 5.26562 0.82834 -5.01047  0.08
H -7.35585 -7.40915 -0.83742  0.09
H 4.25536 -7.67854 3.12114  0.11
H -5.17562 -1.31932 4.50837  0.10
H -3.49690 -4.41082 2.01024  0.09
H -0.25351 0.21109 -7.19785  0.08
H -10.24553 -3.22241 3.78309  0.09
H -10.15809 -3.31456 5.61081  0.09
H 4.89266 1.21981 -8.11907  0.12
H -8.60701 0.77391 5.91865  0.09
H -5.42291 -5.01333 10.81572  0.08
H -4.21373 -1.41195 2.41532  0.06
H 2.78522 -5.19206 2.70190  0.12
H -1.31420 1.67874 -5.51074  0.12
H -0.00140 7.49167 -1.61608  0.12
H 7.52490 0.37148 1.28754  0.07
H -5.54998 -0.97303 -0.30564  0.12
H -4.11577 4.50161 -1.15773  0.06
H 3.65233 -1.82273 2.56787  0.12
H -1.10013 2.65081 -6.93923  0.12
H -3.87468 3.37543 7.29297  0.08
H 4.34683 6.55790 0.43873  0.11
H -8.85436 6.46493 1.00321  0.09
H -2.39582 3.83827 7.99988  0.08
H -7.69526 -3.86769 -1.23852  0.08
H -1.83486 3.61588 -0.33481  0.10
H -8.23094 -8.12400 2.60589  0.11
H -7.82684 -3.81244 4.99929  0.12
H 4.06027 -2.73082 -3.01486  0.13
H -9.25153 0.62498 4.27437  0.08
H -2.94777 -2.44466 -3.86221  0.06
H 1.96585 -4.33517 4.80699  0.06
H 0.90556 -5.16045 1.46847  0.12
H -9.72850 5.36458 0.09115  0.08
H 5.07580 3.57577 -9.15716  0.13
H 2.59972 3.13182 0.71491  0.05
H 2.37655 5.50700 -2.12324  0.10
H 6.69882 -0.04652 -5.45340  0.11
H -0.99374 -2.11124 0.66321  0.11
H 4.39589 0.45160 -1.55151  0.08
H 1.18354 5.19772 -0.87619  0.10
H -4.48263 -6.53793 10.54272  0.10
H -0.49495 6.60837 2.18566  0.13
H -7.09973 5.53472 -9.84611  0.08
H -0.42710 -6.11623 -4.38639  0.10
H -3.90692 -6.66321 -0.32214  0.09
H -0.13056 -5.63653 -2.80774  0.09
H -5.92520 -6.32238 2.43263  0.10
H -3.77444 4.51793 -3.44634  0.10
H 0.18861 6.65973 -4.83727  0.09
H -8.83024 -6.44746 2.47638  0.10
H 5.47819 -0.56245 6.17541  0.07
H 9.37779 2.36445 5.35717  0.12
H -6.97106 -1.47870 2.29010  0.10
H -0.25979 -1.64759 -4.55959  0.10
H -6.98190 -9.18004 -0.56124  0.09
H 4.92865 4.69338 -4.24089  0.07
H 3.13353 3.39406 2.29863  0.09
H -0.51755 4.79237 2.12486  0.09
H 5.47562 -10.61696 1.80657  0.08
H -2.28067 8.54243 -5.17068  0.09
H -1.36489 -0.53804 -8.34151  0.09
H 0.44268 -0.24344 1.68011  0.08
H 3.00893 -3.03160 -5.80379  0.13
H 6.23034 4.23080 -3.10790  0.08
H -7.14804 -5.74521 5.76175  0.12
H 8.15390 -0.73328 -3.46980  0.08
H -6.32460 1.46161 3.62484  0.12
H 7.23076 -0.92408 -1.99765  0.06
H -4.44211 7.34598 -2.62163  0.13
H 1.67563 7.32108 -5.25074  0.09
H 3.43774 5.32766 -10.20425  0.08
H -8.23333 1.95100 4.65252  0.08
H -2.03074 3.37448 1.49577  0.09
H -4.98815 4.94442 -6.07423  0.09
H -5.42075 -3.38469 8.99401  0.12
H -2.22202 0.41363 1.32268  0.10
H 15.14130 4.18029 3.14682  0.07
H 6.33580 -1.46235 0.19782  0.07
H 2.18129 0.26476 3.05907  0.10
H -0.61052 -3.32749 4.16911  0.09
H -7.00201 -2.32729 -1.83779  0.09
H -0.92166 0.82847 -0.77827  0.12
H -5.62887 5.07289 -10.91525  0.09
H 10.31779 3.77211 3.04767  0.12
H -5.98213 -3.69607 -1.17587  0.06
H -5.70674 6.45931 -0.66879  0.12
H -2.46938 6.84308 0.96197  0.13
H -7.68944 4.34740 -1.96695  0.12
H 6.19006 -7.40453 0.93484  0.12
H 4.71624 -0.12568 3.99677  0.09
H 4.56570 -0.91488 -6.55775  0.09
H 6.23363 -8.37329 2.29122  0.12
H 1.65418 -3.56091 6.34143  0.08
H -3.15644 5.48279 5.76353  0.12
H 16.16530 3.34415 4.16868  0.08
H -4.12804 -0.08302 4.47883  0.10
H -4.62929 -4.38253 6.74176  0.10
H -5.87266 1.09179 5.33007  0.11
H -6.83984 -5.83933 1.13735  0.11
H 3.02427 1.16563 1.98323  0.08
H 1.82305 5.17181 -9.63924  0.08
H 2.81948 1.76091 5.18418  0.13
H 8.32151 3.35791 4.31926  0.12
H 3.51875 -7.11713 0.68352  0.09
H -7.88608 -4.21631 3.40588  0.12
H -2.71504 -1.05542 -4.75106  0.07
H -4.61129 -5.80782 -1.66675  0.07
H -2.58991 4.76861 3.21285  0.11
H 5.39085 -5.24533 -2.73031  0.09
H 2.33369 3.90608 -10.63411  0.08
H 0.94472 1.29552 -1.94376  0.11
H -7.09573 5.83597 -2.74447  0.10
H 0.00235 -0.74192 -0.62005  0.10
H -2.86468 6.51160 -2.36833  0.12
H -0.37072 -5.99367 -0.77326  0.05
H 2.72805 -1.18979 1.24991  0.10
H 3.82022 5.13856 -0.17092  0.11
H -0.14020 6.05429 -2.65783  0.11
H -6.74971 -0.07462 1.60600  0.11
H 2.09144 -5.23856 6.16674  0.09
H -3.56446 9.02041 -4.03030  0.09
H -1.59395 -0.64563 2.55446  0.12
H 6.59353 1.67066 1.98280  0.08
H -6.27439 4.85880 -0.19457  0.09
H -2.03894 8.55128 -3.42286  0.08
H -3.23935 2.99583 0.40679  0.09
H -5.49991 3.45059 -6.62895  0.10
H 9.85902 1.09263 3.09357  0.11
H 2.85495 -4.04778 -3.34296  0.11
H -1.81626 -3.77601 -4.56182  0.09
H 4.59712 -1.05659 7.57937  0.09
H -2.58854 2.18843 7.22748  0.09
H -0.37203 -2.60804 5.57601  0.10
H -1.20160 5.97485 0.10139  0.10
H 6.01413 -5.68574 -4.22707  0.08
H 15.19802 4.67893 4.85282  0.08
H 4.32475 -5.96991 -3.98052  0.09
H 11.79750 2.03928 3.34028  0.12
H -3.07094 -5.69202 -3.62793  0.11
H 12.77598 4.30913 4.99216  0.12
H -1.64291 5.60021 6.69732  0.11

Computed properties:
2S+1: 1
orbital gap: 8.639 eV
highest occupied orbital energy: -0.3005 Ha
relative energy (zero: lowest compared OMol25 entry of this formula, charge and spin): 379.2 kcal per mole
net charge: 0